{"formula": "C3H8N2O2", "method": "the ωB97M-V functional and the def2-TZVPD basis", "symbols": ["C", "C", "N", "C", "N", "H", "H", "H", "H", "O", "H", "H", "O", "H", "H"], "coordinates": [[-0.469, -0.027, -1.901], [0.649, 0.812, -1.924], [1.509, 0.422, -0.951], [0.889, -0.768, -0.391], [-0.384, -0.803, -0.732], [-1.426, 0.252, -2.455], [0.742, 1.498, -2.801], [2.480, 0.736, -0.825], [1.556, -1.503, -0.031], [-2.674, 0.773, 1.735], [-2.768, 1.272, 0.898], [-2.373, 1.646, 2.224], [1.017, -0.761, 2.582], [0.313, 0.043, 2.513], [0.450, -1.477, 3.013]], "gap_ev": 8.883, "smiles": "c1c[nH]cn1.O.O", "de_lowest_kj_mol": 300.9}

***

{"formula": "C7H8N2O", "method": "the ωB97M-V functional and the def2-TZVPD basis", "symbols": ["C", "C", "C", "C", "N", "C", "C", "C", "N", "H", "H", "H", "H", "H", "H", "O", "H", "H"], "coordinates": [[-2.908, 1.226, -0.723], [-1.964, 0.878, -0.050], [-0.870, 0.428, 0.779], [-0.691, -1.003, 1.184], [-1.225, -1.899, 0.169], [-0.227, -1.392, -0.819], [0.297, -0.372, 0.202], [1.670, 0.022, 0.368], [2.733, 0.199, 0.828], [-3.838, 1.479, -1.201], [-0.551, 1.129, 1.554], [-0.544, -1.304, 2.221], [-1.041, -2.869, 0.404], [0.528, -2.145, -1.067], [-0.669, -0.979, -1.735], [3.239, 2.233, -1.076], [2.387, 2.605, -0.765], [3.676, 1.765, -0.273]], "gap_ev": 10.221, "smiles": "C#C[C@H]1[C@H]2NC[C@]21C#N.O", "de_lowest_kj_mol": 440.8}